Entry 1:
Formula: CH22O10
Source: OMol25
Level of theory: ωB97M-V with the def2-TZVPD basis set

Geometry as XYZ:
```
33
Properties=species:S:1:pos:R:3
C -1.05 2.43 1.35
O -0.24 1.41 1.76
H -0.74 3.34 1.86
H -0.83 2.57 0.29
H -2.12 2.32 1.53
H 0.46 1.51 1.12
O 1.56 3.43 -1.15
H 0.98 2.67 -1.23
H 1.27 3.87 -0.35
O 0.74 -0.26 -0.52
H -0.08 -0.30 -0.03
H 1.31 0.31 0.00
O -2.31 -1.16 1.09
H -2.56 -1.96 0.63
H -2.85 -1.16 1.88
O 2.52 1.34 0.90
H 3.23 1.26 0.26
H 2.95 1.21 1.75
O 2.60 -2.50 -0.08
H 1.82 -2.07 -0.44
H 2.57 -2.30 0.86
O 0.05 -2.96 2.01
H -0.19 -2.03 2.08
H 0.19 -3.10 1.08
O 1.32 -1.97 -2.88
H 2.04 -1.46 -3.26
H 0.87 -1.35 -2.31
O -3.12 0.98 -0.63
H -2.84 0.41 0.08
H -3.01 0.46 -1.42
O -1.79 -1.40 -1.97
H -1.47 -1.60 -2.85
H -1.26 -1.96 -1.39
```

## Properties
LUMO: -0.05 eV
E_HOMO: -10.45 eV
SMILES string: CO.O.O.O.O.O.O.O.O.O
Orbital gap: 10.40 eV
E: -803.65934 a.u.
2S+1: 1
Energy relative to the best compared isomer or geometry (same formula, charge and spin): 9.9 kcal per mole

Atomic partial charges in e from the natural (NBO) method, atoms 1 to 6: atom 1 (C): -0.24, atom 2 (O): -0.73, atom 3 (H): 0.15, atom 4 (H): 0.15, atom 5 (H): 0.19, atom 6 (H): 0.47

---

Entry 2:
Formula: C8H26ClF3N11O10P2S
Source: OMol25
Level of theory: ωB97M-V with the def2-TZVPD basis set

Geometry as XYZ:
```
62
Properties=species:S:1:pos:R:3
N 5.43 -0.11 0.26
P 4.61 -0.56 -1.06
O 4.40 -2.31 -1.14
O 5.54 -0.08 -2.49
P 2.62 0.31 -1.23
C 2.39 1.98 -0.33
C 1.06 2.83 -0.80
O 0.48 2.80 -2.00
Cl 0.31 4.00 0.47
S 1.11 -1.03 -0.41
O 1.74 -2.21 0.41
O 0.18 -0.25 0.58
C 0.14 -1.81 -1.84
F -0.10 -3.25 -1.45
F -1.17 -1.07 -1.93
F 0.89 -1.69 -3.12
H 6.31 0.38 -0.08
H 4.23 -2.67 -0.22
H 5.34 0.89 -2.70
H 2.32 0.42 -2.63
H 2.30 1.74 0.82
H 3.35 2.63 -0.48
C 0.20 -1.61 -6.95
O 0.35 -0.78 -7.83
N 0.63 -2.88 -7.06
N -0.42 -1.33 -5.78
H 0.51 -3.58 -6.34
H 1.10 -3.13 -7.92
H -0.76 -0.38 -5.66
H -0.56 -2.00 -5.05
C -3.63 1.35 1.60
O -4.72 1.89 1.74
N -2.85 1.01 2.65
N -3.11 1.04 0.40
H -1.96 0.56 2.56
H -3.21 1.22 3.57
H -3.66 1.28 -0.41
H -2.22 0.60 0.27
C 2.22 7.18 0.01
O 2.08 6.05 -0.43
N 2.09 7.48 1.31
N 2.53 8.23 -0.77
H 2.20 8.41 1.69
H 1.85 6.72 1.94
H 2.64 8.05 -1.76
H 2.66 9.17 -0.43
C -1.08 -6.42 1.26
O -1.22 -7.55 0.82
N -1.21 -6.12 2.57
N -0.77 -5.37 0.48
H -1.10 -5.20 2.95
H -1.45 -6.88 3.19
H -0.66 -5.55 -0.51
H -0.64 -4.43 0.82
C -4.62 -0.58 6.02
O -3.92 0.42 5.93
N -5.51 -0.92 5.07
N -4.56 -1.41 7.07
H -6.10 -1.74 5.13
H -5.58 -0.32 4.27
H -3.91 -1.19 7.81
H -5.13 -2.24 7.16
```

## Properties
LUMO: -6.82 eV
E_HOMO: -11.51 eV
Orbital gap: 4.69 eV
E: -3515.49916 a.u.
2S+1: 1
Total charge: +1
Energy relative to the best compared isomer or geometry (same formula, charge and spin): 143.4 kcal per mole

Atomic partial charges in e from the natural (NBO) method, atoms 1 to 6: atom 1 (N): -1.18, atom 2 (P): 1.83, atom 3 (O): -0.92, atom 4 (O): -0.89, atom 5 (P): 0.55, atom 6 (C): -0.79